ORCA calculation (ωB97M-V/def2-TZVPD) on the molecule C3H7FN4 at a distorted geometry.

CARTESIAN COORDINATES (ANGSTROEM)
C  0.322490  -0.116848  -0.465484
C  -1.318984  -1.037447  1.239686
C  -0.362591  -0.006863  0.883524
N  1.162205  1.972285  -1.323607
N  2.254630  1.756544  -0.980663
N  0.096347  1.342914  -1.218529
N  1.768973  -0.266927  -0.350560
F  2.212713  -0.881101  -1.543494
H  -0.102854  -0.928150  -1.061576
H  -2.229980  -1.134685  0.555715
H  -1.629201  -1.042905  2.336252
H  -0.856996  -2.016210  1.009321
H  0.510801  -0.092465  1.550226
H  -0.952884  0.941057  0.789874
H  -0.874669  1.510801  -1.420686

Force components x, y, z for each atom (eV/Å):
2.29 -0.21 -0.46
-2.10 -3.42 -0.06
0.89 2.24 -0.63
0.76 2.29 -0.46
-0.63 -1.62 0.29
-1.26 -4.14 0.94
-1.85 1.19 0.15
-0.26 -0.02 -0.21
0.10 0.48 -0.59
0.84 0.76 1.04
0.32 0.16 -1.56
-0.02 0.08 0.64
-0.63 1.04 0.45
1.10 -0.22 1.13
0.46 1.40 -0.67

The HOMO energy (alpha / beta) comes out at -0.331 / -0.331 hartree. As for the total charge: 0. For the LUMO energy (alpha / beta), the calculation gives 0.010 / 0.010 hartree. The value obtained for the electronic energy is -437.17428 a.u. For the energy above the lowest of the compared OMol25 structures with the same formula, charge and spin, the calculation gives 150.9 kcal per mole.

These are the Mulliken partial charges, in e, on atoms 1 to 6: C 0.423; C -1.280; C -0.339; N 0.096; N -0.290; N -0.061